The following is a quantum chemistry calculation of a molecular structure, C47H46F3Li3N8O9 in a non-equilibrium geometry, from the Open Molecules 2025 dataset.

```
116
Properties=species:S:1:pos:R:3:lowdin_charge:R:1
Li -4.056 -0.905 2.693 0.849
Li 2.230 -1.397 -3.539 0.830
Li -2.688 -4.668 0.212 0.871
C -0.168 -1.495 -0.638 -1.178
O 0.540 -0.550 -0.808 -0.105
O -0.133 -2.429 -1.531 -0.257
O -1.055 -1.611 0.250 -0.206
C -7.859 -2.966 3.522 -0.396
O -7.848 -1.520 3.914 -0.143
O -6.652 -3.063 2.766 -0.336
C -8.195 -3.899 4.787 -0.602
F -7.812 -5.137 4.653 0.165
F -7.619 -3.392 5.922 0.097
F -9.486 -3.938 5.057 0.131
C -9.115 -1.023 4.388 -0.276
C -8.864 0.381 4.997 -0.082
H -9.805 0.870 5.248 0.063
H -8.360 0.338 5.963 0.063
H -8.242 0.995 4.346 0.065
H -9.701 -1.592 5.109 0.103
H -9.743 -0.903 3.505 0.107
H -8.650 -3.161 2.798 0.125
C 1.739 6.917 -2.637 -0.063
C 2.203 6.113 -3.684 -0.080
C 2.540 6.674 -4.905 0.010
C 2.083 8.034 -5.120 -0.106
C 1.653 8.854 -4.100 -0.027
C 1.468 8.293 -2.850 -0.065
N 2.068 8.511 -6.568 -0.343
O 2.241 7.642 -7.417 0.059
O 1.917 9.703 -6.758 0.075
H 1.490 6.464 -1.688 0.103
H 2.352 5.066 -3.464 0.105
H 2.940 6.038 -5.681 0.110
H 1.441 9.907 -4.209 0.119
H 1.072 8.748 -1.954 0.104
C 3.750 -3.605 5.285 -0.063
C 3.048 -3.922 4.146 -0.087
C 3.780 -4.432 3.108 0.022
C 5.234 -4.630 3.239 -0.102
C 5.934 -4.269 4.406 -0.017
C 5.184 -3.753 5.453 -0.046
N 5.982 -5.170 2.090 -0.374
O 5.376 -5.451 1.075 0.062
O 7.182 -5.282 2.087 0.069
H 3.154 -3.224 6.101 0.099
H 1.979 -3.784 4.079 0.115
H 3.331 -4.739 2.174 0.111
H 7.003 -4.263 4.255 0.113
H 5.674 -3.386 6.343 0.098
N 1.487 -0.525 -7.408 0.045
C 2.465 -0.194 -8.321 -0.155
C 2.264 -0.232 -9.671 -0.084
C 0.980 -0.509 -10.177 -0.053
C -0.046 -0.746 -9.265 -0.089
C 0.241 -0.781 -7.940 -0.149
H 3.431 0.072 -7.917 0.097
H 3.085 0.127 -10.274 0.101
H 0.766 -0.287 -11.212 0.105
H -1.060 -0.897 -9.607 0.105
H -0.473 -1.068 -7.182 0.102
N 3.692 4.742 3.484 0.036
C 4.599 5.234 4.385 -0.130
C 5.537 4.381 4.959 -0.082
C 5.580 3.024 4.608 -0.074
C 4.613 2.573 3.718 -0.086
C 3.671 3.447 3.175 -0.155
H 4.461 6.294 4.539 0.097
H 6.239 4.797 5.667 0.093
H 6.312 2.305 4.945 0.100
H 4.494 1.558 3.368 0.097
H 2.935 3.044 2.495 0.104
N -4.712 2.462 0.412 0.040
C -5.671 2.314 -0.569 -0.117
C -5.956 3.295 -1.556 -0.097
C -5.278 4.476 -1.607 -0.087
C -4.318 4.712 -0.568 -0.047
C -4.007 3.627 0.303 -0.143
H -6.234 1.392 -0.570 0.094
H -6.685 3.156 -2.341 0.097
H -5.526 5.206 -2.364 0.101
H -3.863 5.684 -0.448 0.089
H -3.265 3.690 1.086 0.092
N -3.506 -6.819 -3.373 0.048
C -3.350 -8.180 -3.645 -0.132
C -3.184 -8.763 -4.898 -0.070
C -3.337 -7.892 -6.002 -0.063
C -3.603 -6.535 -5.742 -0.079
C -3.652 -6.057 -4.453 -0.179
H -3.086 -8.807 -2.805 0.091
H -2.972 -9.796 -5.133 0.099
H -3.028 -8.189 -6.993 0.100
H -3.699 -5.842 -6.565 0.098
H -3.660 -4.994 -4.266 0.105
N 6.217 -1.309 -2.635 0.037
C 7.250 -2.138 -3.070 -0.133
C 8.547 -2.110 -2.547 -0.055
C 8.804 -1.066 -1.605 -0.086
C 7.862 -0.152 -1.207 -0.065
C 6.576 -0.333 -1.790 -0.158
H 7.069 -2.949 -3.760 0.091
H 9.284 -2.828 -2.875 0.097
H 9.790 -0.991 -1.172 0.098
H 8.004 0.726 -0.595 0.101
H 5.813 0.415 -1.637 0.096
N -2.408 0.423 6.191 0.040
C -1.187 0.995 6.101 -0.164
C -0.541 1.618 7.148 -0.082
C -1.143 1.641 8.405 -0.075
C -2.418 1.089 8.559 -0.067
C -3.001 0.476 7.432 -0.127
H -0.744 0.913 5.120 0.101
H 0.421 2.051 6.919 0.101
H -0.591 2.106 9.208 0.101
H -2.902 0.996 9.519 0.098
H -3.922 -0.063 7.597 0.098
```

HOMO level: -4.83 eV
E_LUMO: -0.0454 Eh